A structure of composition C47H63BF5IOP2SiZr in a non-equilibrium geometry. Source: the OMol25 dataset; level of theory: ωB97M-V/def2-TZVPD.

```
122
Properties=species:S:1:pos:R:3
Zr -0.222 -0.157 -0.948
C -1.954 3.119 0.875
Si -1.156 1.346 1.149
C -0.533 1.692 2.945
C -1.431 1.791 4.000
C -1.054 2.316 5.224
C 0.243 2.771 5.397
C 1.165 2.619 4.378
C 0.796 2.077 3.153
P 1.978 1.648 1.811
C 3.601 1.592 2.795
C 3.486 0.471 3.850
C 4.148 -0.830 3.382
C 3.884 -1.039 1.897
C 4.556 0.056 1.060
C 4.811 1.298 1.908
C 2.040 3.291 0.879
C 2.862 3.075 -0.391
C 2.779 4.315 -1.273
C 3.417 5.520 -0.557
C 3.630 5.272 0.942
C 2.444 4.577 1.612
C -2.754 0.206 1.305
C -4.037 0.739 1.272
C -5.144 -0.030 0.958
C -4.984 -1.370 0.658
C -3.729 -1.949 0.765
C -2.621 -1.184 1.105
P -0.935 -1.801 1.542
C -1.337 -2.094 3.361
C -0.090 -2.514 4.135
C -0.286 -2.245 5.631
C -1.732 -2.522 6.069
C -2.374 -3.554 5.149
C -2.526 -2.998 3.726
C -0.582 -3.458 0.687
C -1.468 -4.714 0.800
C -0.812 -5.801 1.648
C 0.488 -6.281 0.994
C 1.223 -5.126 0.299
C 0.891 -3.799 0.971
H -2.560 3.433 1.722
H -2.577 3.151 -0.015
H -1.182 3.875 0.760
H -2.445 1.439 3.859
H -1.762 2.376 6.040
H 0.545 3.220 6.335
H 2.184 2.924 4.556
H 3.774 2.555 3.289
H 2.431 0.276 4.063
H 3.954 0.792 4.785
H 3.749 -1.669 3.957
H 5.224 -0.796 3.566
H 2.806 -1.000 1.740
H 4.232 -2.024 1.581
H 3.890 0.321 0.237
H 5.497 -0.297 0.632
H 5.059 2.148 1.273
H 5.678 1.137 2.556
H 0.995 3.393 0.556
H 2.464 2.191 -0.892
H 3.906 2.881 -0.158
H 1.726 4.524 -1.484
H 3.283 4.141 -2.227
H 2.787 6.399 -0.695
H 4.387 5.746 -1.006
H 3.801 6.235 1.428
H 4.532 4.674 1.091
H 1.594 5.262 1.624
H 2.698 4.370 2.652
H -4.177 1.788 1.487
H -6.126 0.419 0.926
H -5.831 -1.969 0.357
H -3.631 -3.002 0.557
H -1.573 -1.069 3.681
H 0.775 -1.959 3.766
H 0.104 -3.576 3.981
H -0.035 -1.207 5.852
H 0.400 -2.878 6.196
H -2.323 -1.605 6.035
H -1.746 -2.884 7.100
H -3.354 -3.848 5.531
H -1.752 -4.451 5.136
H -3.448 -2.417 3.654
H -2.619 -3.840 3.043
H -0.574 -3.136 -0.363
H -1.634 -5.120 -0.202
H -2.449 -4.479 1.207
H -1.500 -6.644 1.752
H -0.613 -5.412 2.648
H 0.266 -7.059 0.262
H 1.128 -6.731 1.755
H 0.926 -5.069 -0.750
H 2.298 -5.304 0.319
H 1.522 -2.998 0.575
H 1.082 -3.879 2.039
I -2.205 -2.558 -2.413
C -0.450 -3.462 -3.279
C -0.656 -4.586 -4.032
C 0.427 -5.187 -4.689
C 1.672 -4.639 -4.576
C 1.896 -3.501 -3.774
C 3.202 -2.986 -3.653
C 3.427 -1.897 -2.866
C 2.359 -1.282 -2.195
C 1.033 -1.705 -2.260
C 0.816 -2.861 -3.080
H -1.646 -5.000 -4.148
H 0.260 -6.070 -5.290
H 2.517 -5.061 -5.104
H 4.009 -3.485 -4.170
H 4.425 -1.500 -2.742
H 2.630 -0.440 -1.565
O 1.334 1.330 -2.481
H 1.169 2.231 -2.791
H 1.698 0.835 -3.229
F 1.236 -0.578 0.116
F -0.856 0.252 -3.246
B -1.788 1.123 -2.624
F -2.228 0.365 -1.489
F -1.020 2.144 -2.054
F -2.767 1.514 -3.427
```

Calculated values
**Multiplicity**: 1
**ΔE to the lowest compared entry with this formula, charge and spin**: 3.112 eV
**Charge**: 0

Mulliken atomic charge list, values in e, 2 entries: -1.56 -1.89

A structure of composition C47H43BrN2O2P2Sn in a non-equilibrium geometry. Source: the OMol25 dataset; level of theory: ωB97M-V/def2-TZVPD.

```
98
Properties=species:S:1:pos:R:3
Sn 0.084 -0.625 1.192
C 4.724 -0.071 1.830
C 3.635 -0.932 2.385
C 2.942 -0.531 3.522
C 1.977 -1.346 4.097
C 1.693 -2.585 3.535
C 2.390 -3.003 2.408
C 3.346 -2.178 1.832
H 4.937 -0.326 0.795
H 5.634 -0.212 2.412
H 4.450 0.980 1.891
H 3.206 0.410 3.985
H 1.498 -1.043 5.018
H 1.001 -3.257 4.023
H 2.232 -4.000 2.021
H 3.942 -2.541 1.006
C -2.857 -2.462 2.529
O -2.055 -2.178 1.391
C -2.375 -2.793 0.200
C -3.549 -3.472 -0.015
C -3.792 -4.064 -1.255
Br -5.442 -4.965 -1.531
C -2.862 -3.991 -2.261
C -1.655 -3.299 -2.060
C -1.397 -2.663 -0.821
O -0.300 -1.979 -0.606
C -0.674 -3.253 -3.108
N 0.483 -2.584 -3.035
C 1.195 -2.763 -4.199
C 2.427 -2.285 -4.621
C 2.838 -2.651 -5.888
C 2.056 -3.472 -6.706
C 0.832 -3.960 -6.289
C 0.407 -3.590 -5.021
N -0.739 -3.866 -4.304
H -2.920 -3.539 2.703
H -3.860 -2.041 2.423
H -2.358 -1.984 3.372
H -4.305 -3.556 0.747
H -3.073 -4.462 -3.206
H 0.739 -2.083 -2.187
H 3.032 -1.660 -3.986
H 3.784 -2.293 -6.261
H 2.416 -3.729 -7.689
H 0.232 -4.596 -6.918
H -1.486 -4.460 -4.626
C -0.942 3.217 -0.214
C 0.096 3.612 0.830
P 1.151 2.159 1.320
C 1.773 2.744 2.935
C 2.659 3.778 3.222
C 2.963 4.079 4.539
C 2.369 3.386 5.581
C 1.450 2.386 5.308
C 1.170 2.064 3.995
C 2.364 2.153 -0.051
C 3.586 2.811 -0.091
C 4.378 2.731 -1.225
C 3.963 2.005 -2.328
C 2.754 1.326 -2.289
C 1.968 1.392 -1.155
P -1.605 1.472 -0.097
C -2.598 1.524 -1.626
C -3.662 2.413 -1.775
C -4.311 2.509 -2.992
C -3.905 1.728 -4.064
C -2.854 0.839 -3.917
C -2.201 0.737 -2.701
C -2.823 1.492 1.258
C -4.108 0.978 1.110
C -4.941 0.874 2.212
C -4.498 1.257 3.468
C -3.210 1.742 3.627
C -2.374 1.847 2.530
H -0.493 3.254 -1.213
H -1.786 3.914 -0.207
H -0.386 3.973 1.742
H 0.732 4.419 0.448
H 3.111 4.359 2.434
H 3.666 4.868 4.755
H 2.611 3.636 6.603
H 0.963 1.855 6.113
H 0.465 1.264 3.771
H 3.926 3.381 0.758
H 5.327 3.243 -1.248
H 4.575 1.968 -3.216
H 2.422 0.758 -3.147
H 1.010 0.865 -1.129
H -3.978 3.029 -0.945
H -5.128 3.203 -3.110
H -4.408 1.817 -5.015
H -2.535 0.237 -4.755
H -1.368 0.055 -2.578
H -4.456 0.666 0.136
H -5.942 0.490 2.090
H -5.150 1.169 4.323
H -2.855 2.039 4.601
H -1.370 2.234 2.653
```

Calculated values
**Multiplicity**: 1
**ΔE to the lowest compared entry with this formula, charge and spin**: 0.000 eV
**Charge**: +2

Mulliken atomic charge list, values in e, 2 entries: 1.13 -1.52

A structure of composition C59H69CsF3N10S2Sb2. Source: the OMol25 dataset; level of theory: ωB97M-V/def2-TZVPD.

```
146
Properties=species:S:1:pos:R:3
Cs -1.048 -0.698 -0.917
C 1.531 3.574 0.895
C 1.328 3.201 -0.576
C 2.376 2.232 -1.114
Sb 2.037 1.765 -3.201
C 3.680 0.383 -3.299
C 4.385 0.224 -4.491
C 5.411 -0.705 -4.592
C 5.747 -1.492 -3.497
C 5.046 -1.346 -2.309
C 4.018 -0.416 -2.210
C 3.207 3.427 -3.952
C 4.543 3.618 -3.599
C 5.261 4.703 -4.082
C 4.650 5.619 -4.930
C 3.324 5.443 -5.292
C 2.610 4.352 -4.804
Sb 1.683 1.768 2.099
C 1.396 2.735 4.015
C 0.537 3.815 4.208
C 0.321 4.345 5.476
C 0.961 3.796 6.577
C 1.821 2.720 6.402
C 2.035 2.198 5.134
C 3.831 1.899 2.243
C 4.426 3.001 2.859
C 5.806 3.143 2.869
C 6.605 2.186 2.255
C 6.018 1.091 1.639
C 4.636 0.941 1.631
H 0.693 4.179 1.252
H 2.450 4.145 1.043
H 1.320 4.112 -1.188
H 0.335 2.750 -0.698
H 2.335 1.274 -0.581
H 3.390 2.620 -0.994
H 4.135 0.833 -5.355
H 5.948 -0.816 -5.527
H 6.548 -2.218 -3.575
H 5.278 -1.955 -1.443
H 3.489 -0.370 -1.260
H 5.034 2.903 -2.946
H 6.298 4.834 -3.797
H 5.210 6.466 -5.309
H 2.843 6.151 -5.956
H 1.574 4.219 -5.099
H 0.032 4.267 3.362
H -0.345 5.191 5.601
H 0.797 4.208 7.565
H 2.330 2.287 7.255
H 2.720 1.365 5.011
H 3.812 3.758 3.338
H 6.259 4.000 3.354
H 7.684 2.299 2.258
H 6.637 0.341 1.156
H 4.157 0.060 1.164
N -1.508 -3.234 3.806
C -2.317 -2.170 4.157
C -2.773 -1.690 5.378
C -3.572 -0.561 5.342
C -3.903 0.067 4.132
C -3.446 -0.416 2.921
C -2.641 -1.552 2.942
N -2.014 -2.203 1.892
C -1.356 -3.181 2.444
C -0.525 -4.130 1.706
C -0.015 -5.303 2.176
S 0.922 -6.049 0.960
C 0.590 -4.719 -0.082
N -0.184 -3.817 0.418
H -0.940 -3.780 4.428
H -2.511 -2.164 6.315
H -3.942 -0.148 6.272
H -4.517 0.959 4.150
H -3.674 0.070 1.981
H -0.132 -5.756 3.146
H 1.014 -4.666 -1.076
C -6.734 -2.956 -0.785
N -5.392 -3.453 -0.547
C -5.300 -4.910 -0.566
C -3.818 -5.149 -0.795
N -3.504 -4.016 -1.635
C -2.163 -3.807 -2.143
C -4.286 -2.939 -1.256
N -3.934 -1.744 -1.512
C -4.806 -0.619 -1.224
C -4.108 0.727 -1.479
N -3.478 1.273 -0.289
C -4.009 2.187 0.415
N -3.370 2.687 1.548
C -1.943 2.509 1.687
C -3.940 3.973 1.879
C -5.372 3.780 1.417
N -5.214 2.892 0.270
C -6.430 2.233 -0.188
H -7.420 -3.534 -0.165
H -7.039 -3.072 -1.833
H -6.834 -1.914 -0.504
H -5.880 -5.323 -1.404
H -5.675 -5.334 0.366
H -3.614 -6.091 -1.304
H -3.259 -5.127 0.152
H -1.646 -4.765 -2.156
H -1.611 -3.133 -1.492
H -2.191 -3.396 -3.153
H -5.154 -0.641 -0.182
H -5.691 -0.654 -1.871
H -4.810 1.427 -1.939
H -3.331 0.550 -2.226
H -1.686 1.496 1.395
H -1.655 2.662 2.728
H -1.385 3.205 1.046
H -3.450 4.785 1.322
H -3.859 4.184 2.946
H -5.861 4.712 1.130
H -5.966 3.297 2.204
H -7.279 2.690 0.321
H -6.429 1.167 0.050
H -6.582 2.350 -1.260
F -2.863 -2.142 -6.023
C -1.630 -1.978 -6.540
F -1.505 -2.959 -7.480
F -1.634 -0.825 -7.228
C -0.540 -2.070 -5.512
C 0.389 -3.082 -5.626
C 1.396 -3.216 -4.678
C 1.403 -2.302 -3.640
N 0.524 -1.314 -3.508
C -0.471 -1.144 -4.424
S -1.573 0.142 -4.201
H 0.328 -3.770 -6.458
H 2.146 -3.991 -4.748
H 2.160 -2.361 -2.862
C 4.008 -3.057 2.219
C 2.586 -2.622 1.858
C 1.977 -1.856 3.033
C 2.598 -1.789 0.593
H 4.027 -3.715 3.098
H 4.629 -2.181 2.428
H 4.465 -3.594 1.383
H 2.002 -3.567 1.784
H 2.599 -0.987 3.276
H 1.910 -2.480 3.934
H 0.975 -1.489 2.789
H 2.905 -2.422 -0.261
H 1.597 -1.417 0.350
```

Calculated values
**Multiplicity**: 1
**ΔE to the lowest compared entry with this formula, charge and spin**: 0.994 eV
**Charge**: -1

Mulliken atomic charge list, values in e, 2 entries: 1.41 -1.41

A structure of composition C20H19Cl4N3O5STa in a non-equilibrium geometry. Source: the OMol25 dataset; level of theory: ωB97M-V/def2-TZVPD.

```
53
Properties=species:S:1:pos:R:3
Ta -1.332 -0.981 -0.979
C 1.205 -3.766 -0.669
C 0.817 -3.283 0.676
C 1.580 -3.743 1.775
C 1.199 -3.453 3.050
C 0.028 -2.697 3.262
C -0.474 -2.466 4.556
C -1.611 -1.727 4.738
C -2.257 -1.174 3.631
C -1.782 -1.375 2.349
S -2.659 -0.622 1.022
C -0.635 -2.170 2.115
N -0.211 -2.459 0.849
H 1.811 -4.665 -0.593
H 1.798 -2.997 -1.163
H 0.333 -3.966 -1.289
H 2.461 -4.336 1.585
H 1.759 -3.806 3.903
H 0.048 -2.900 5.394
H -2.017 -1.570 5.724
H -3.153 -0.586 3.756
Cl -0.133 -2.295 -5.471
C 0.804 -1.136 -4.492
Cl 2.365 -1.827 -4.052
Cl 1.005 0.387 -5.338
C -0.042 -0.974 -3.240
O -0.870 -0.067 -3.142
O 0.120 -1.818 -2.331
Cl -2.867 -2.229 -1.984
C -0.282 2.680 1.952
C -0.659 3.536 0.750
C -0.134 2.977 -0.604
C -0.607 3.904 -1.746
C -0.206 3.394 -3.124
C 1.388 2.987 -0.542
O 2.033 3.993 -0.482
N 2.018 1.744 -0.536
C 1.419 0.516 -0.547
O 2.011 -0.539 -0.566
N 0.042 0.504 -0.564
C -0.700 1.603 -0.758
O -1.893 1.362 -1.005
H -0.632 3.170 2.857
H 0.797 2.562 2.033
H -0.742 1.692 1.898
H -0.237 4.535 0.860
H -1.745 3.615 0.683
H -0.165 4.886 -1.572
H -1.692 3.992 -1.688
H 0.875 3.306 -3.212
H -0.548 4.097 -3.878
H -0.660 2.427 -3.331
H 3.033 1.758 -0.524
```

Calculated values
**Multiplicity**: 1
**ΔE to the lowest compared entry with this formula, charge and spin**: 1.042 eV
**Charge**: +1

Mulliken atomic charge list, values in e, 2 entries: 1.45 -1.39

Which of these has the highest charge? C47H43BrN2O2P2Sn